(1)
{
  "formula": "C4H15NO5",
  "method": "wB97M-V/def2-TZVPD",
  "elements": ["C", "O", "H", "H", "H", "H", "C", "O", "H", "H", "H", "H", "C", "O", "H", "H", "H", "H", "C", "N", "O", "O", "H", "H", "H"],
  "xyz": [[7.595, 19.567, -16.826], [6.807, 20.039, -15.772], [8.470, 20.127, -17.157], [7.915, 18.562, -16.552], [6.926, 19.477, -17.682], [7.283, 19.820, -14.968], [9.202, 19.099, -13.553], [7.884, 19.167, -13.046], [9.681, 20.074, -13.645], [9.802, 18.510, -12.860], [9.203, 18.585, -14.514], [7.883, 19.339, -12.102], [3.503, 19.191, -15.271], [4.207, 20.360, -14.956], [4.039, 18.242, -15.299], [2.588, 19.022, -14.704], [3.127, 19.280, -16.291], [5.067, 20.304, -15.378], [11.935, 21.732, -14.300], [11.134, 22.109, -15.486], [10.079, 21.501, -15.722], [11.626, 22.950, -16.220], [11.219, 21.487, -13.516], [12.461, 22.601, -13.904], [12.727, 21.055, -14.621]],
  "nbo_charge": [-0.246, -0.743, 0.180, 0.153, 0.179, 0.493, -0.254, -0.738, 0.165, 0.165, 0.185, 0.480, -0.250, -0.741, 0.156, 0.172, 0.146, 0.497, -0.494, 0.522, -0.387, -0.355, 0.229, 0.237, 0.248],
  "de_lowest_kcal_mol": 123.6,
  "lumo_energy_ev": -0.225,
  "smiles": "C[N+](=O)[O-].CO.CO.CO",
  "charge": 0,
  "gap_ev": 9.064
}

(2)
{
  "formula": "C4H15NOSi2",
  "method": "wB97M-V/def2-TZVPD",
  "elements": ["C", "C", "C", "C", "N", "O", "Si", "Si", "H", "H", "H", "H", "H", "H", "H", "H", "H", "H", "H", "H", "H", "H", "H"],
  "xyz": [[3.699, 0.637, 0.499], [1.590, -1.550, -0.088], [-2.688, 1.850, 0.653], [-1.499, -0.239, -1.713], [-2.433, -1.219, 1.136], [0.844, 1.190, 0.608], [1.954, 0.383, -0.092], [-1.977, 0.168, 0.138], [4.280, 1.352, 0.019], [3.697, 0.844, 1.616], [4.171, -0.334, 0.362], [0.505, -1.765, 0.062], [1.735, -1.990, -1.059], [2.176, -2.194, 0.595], [-2.114, 2.689, 0.448], [-3.681, 2.054, 0.297], [-3.020, 1.651, 1.681], [-1.148, -1.248, -1.614], [-2.315, -0.040, -2.356], [-0.632, 0.213, -2.181], [-2.375, -2.181, 0.784], [-3.018, -1.079, 1.874], [2.248, 0.809, -1.669]],
  "nbo_charge": [-1.143, -1.121, -1.142, -1.116, -1.262, -1.300, 1.730, 1.953, 0.230, 0.225, 0.222, 0.183, 0.220, 0.229, 0.285, 0.262, 0.252, 0.251, 0.249, 0.297, 0.426, 0.399, -0.328],
  "de_lowest_kcal_mol": 75.3,
  "lumo_energy_ev": -0.476,
  "charge": 0,
  "gap_ev": 7.409
}

(3)
{
  "formula": "C4H15PTa",
  "method": "wB97M-V/def2-TZVPD",
  "elements": ["C", "C", "P", "Ta", "C", "C", "H", "H", "H", "H", "H", "H", "H", "H", "H", "H", "H", "H", "H", "H", "H"],
  "xyz": [[-0.943, 2.255, -1.846], [-0.057, 0.891, -1.458], [-0.806, 0.303, 0.241], [1.168, 0.580, 1.963], [-1.325, -1.530, 0.093], [0.037, -2.459, -0.187], [-0.277, 3.010, -2.441], [-1.886, 1.866, -2.419], [-1.277, 2.702, -0.804], [-0.121, 0.066, -2.290], [1.085, 1.149, -1.283], [2.180, -0.472, 0.773], [1.786, 2.105, 1.105], [0.144, 1.626, 3.098], [0.625, -1.013, 2.752], [2.605, 0.574, 3.176], [-2.113, -1.625, -0.776], [-1.857, -1.911, 1.082], [0.581, -2.049, -1.167], [-0.317, -3.585, -0.350], [0.766, -2.483, 0.737]],
  "nbo_charge": [-0.641, -0.692, 0.060, 1.867, -0.690, -0.640, 0.199, 0.200, 0.228, 0.208, 0.242, -0.488, -0.502, -0.501, -0.487, -0.430, 0.200, 0.232, 0.207, 0.178, 0.250],
  "lumo_energy_ev": 2.991,
  "charge": -1,
  "gap_ev": 6.772
}

(4)
{
  "formula": "C4H16AlN8O4",
  "method": "wB97M-V/def2-TZVPD",
  "elements": ["Al", "C", "O", "N", "N", "H", "H", "H", "H", "C", "O", "N", "N", "H", "H", "H", "H", "C", "O", "N", "N", "H", "H", "H", "H", "C", "O", "N", "N", "H", "H", "H", "H"],
  "xyz": [[-0.526, -0.520, 1.855], [0.808, -1.440, -1.793], [0.585, -1.190, -0.577], [2.063, -1.429, -2.261], [-0.186, -1.757, -2.656], [2.819, -1.144, -1.658], [2.345, -1.670, -3.200], [-1.144, -1.858, -2.376], [0.116, -1.890, -3.608], [2.220, -3.208, 1.176], [1.380, -2.437, 1.719], [1.804, -4.281, 0.451], [3.543, -3.038, 1.330], [2.511, -4.859, 0.023], [0.863, -4.235, 0.098], [4.197, -3.693, 0.928], [3.922, -2.306, 1.910], [0.351, 2.256, -0.872], [0.118, 1.708, 0.213], [-0.407, 1.945, -1.982], [1.229, 3.269, -1.045], [-0.977, 1.114, -1.889], [-0.069, 2.025, -2.934], [1.424, 3.839, -0.236], [1.333, 3.637, -1.976], [-3.354, 2.445, 2.148], [-2.409, 1.650, 1.988], [-4.621, 2.175, 1.774], [-3.250, 3.433, 3.087], [-4.880, 1.294, 1.356], [-5.392, 2.812, 1.917], [-2.346, 3.664, 3.472], [-4.070, 3.690, 3.618]],
  "nbo_charge": [1.477, 0.773, -0.657, -0.783, -0.795, 0.429, 0.435, 0.433, 0.425, 0.772, -0.606, -0.732, -0.739, 0.426, 0.426, 0.429, 0.441, 0.777, -0.597, -0.735, -0.778, 0.399, 0.421, 0.437, 0.425, 0.771, -0.623, -0.712, -0.678, 0.432, 0.437, 0.435, 0.436],
  "de_lowest_kcal_mol": 39.1,
  "lumo_energy_ev": -16.018,
  "charge": 3,
  "gap_ev": 2.846
}

(5)
{
  "formula": "C4H16BClCoN4O12",
  "method": "wB97M-V/def2-TZVPD",
  "elements": ["Co", "Cl", "O", "O", "O", "O", "B", "H", "H", "H", "H", "C", "N", "O", "O", "H", "H", "H", "C", "N", "O", "O", "H", "H", "H", "C", "N", "O", "O", "H", "H", "H", "C", "N", "O", "O", "H", "H", "H"],
  "xyz": [[-0.486, 0.005, -0.318], [0.299, 3.501, 0.988], [-0.916, 4.143, 0.593], [1.468, 4.231, 0.696], [0.323, 3.255, 2.352], [0.461, 2.235, 0.391], [-2.157, 0.639, -1.695], [-2.173, -0.220, -2.347], [-2.976, 1.260, -2.024], [-2.444, 0.219, -0.744], [-1.155, 1.035, -1.638], [2.347, 0.926, -3.831], [1.678, 1.384, -2.564], [1.608, 2.542, -2.362], [1.160, 0.512, -1.875], [2.723, -0.077, -3.630], [3.168, 1.635, -3.941], [1.612, 0.906, -4.635], [3.672, -0.891, 0.850], [2.320, -0.698, 1.476], [1.351, -0.612, 0.723], [2.168, -0.727, 2.702], [4.548, -0.953, 1.496], [3.891, -0.082, 0.153], [3.608, -1.819, 0.281], [-2.913, 0.777, 3.130], [-1.546, 0.328, 2.810], [-0.775, 0.199, 3.738], [-1.251, 0.246, 1.626], [-2.908, 1.327, 4.071], [-3.459, -0.164, 3.209], [-3.284, 1.537, 2.442], [-1.569, -4.230, 0.140], [-1.276, -3.141, -0.899], [-0.799, -2.098, -0.563], [-1.540, -3.520, -2.097], [-1.418, -5.234, -0.255], [-2.543, -4.245, 0.628], [-0.819, -4.128, 0.924]],
  "nbo_charge": [1.604, 2.640, -0.844, -0.871, -0.907, -0.971, -0.810, 0.006, 0.057, -0.015, -0.041, -0.480, 0.558, -0.260, -0.493, 0.224, 0.235, 0.251, -0.485, 0.551, -0.471, -0.289, 0.248, 0.250, 0.236, -0.487, 0.563, -0.292, -0.483, 0.247, 0.231, 0.263, -0.491, 0.550, -0.420, -0.328, 0.246, 0.253, 0.227],
  "de_lowest_kcal_mol": 81.6,
  "lumo_energy_ev": [-1.450, -1.515],
  "charge": 0,
  "s2": 3.756,
  "gap_ev": [7.111, 7.042],
  "spin_multiplicity": 4
}

(6)
{
  "formula": "C4H16BrO4",
  "method": "wB97M-V/def2-TZVPD",
  "elements": ["Br", "C", "O", "H", "H", "H", "H", "C", "O", "H", "H", "H", "H", "C", "O", "H", "H", "H", "H", "C", "O", "H", "H", "H", "H"],
  "xyz": [[1.088, 0.103, -1.419], [0.133, -3.500, -2.434], [-0.371, -2.363, -3.129], [1.219, -3.401, -2.322], [-0.325, -3.567, -1.439], [-0.089, -4.418, -2.977], [0.044, -1.586, -2.702], [1.393, -0.018, 2.645], [2.236, 0.615, 1.700], [0.416, 0.474, 2.698], [1.178, -1.036, 2.296], [1.890, -0.049, 3.609], [1.882, 0.424, 0.810], [-2.177, -0.008, 0.786], [-1.487, -1.217, 0.475], [-2.270, 0.636, -0.089], [-3.177, -0.277, 1.142], [-1.642, 0.518, 1.584], [-1.022, -1.097, -0.366], [0.032, 3.475, 0.127], [0.706, 3.407, -1.111], [-0.768, 2.726, 0.201], [0.681, 3.240, 0.981], [-0.396, 4.472, 0.221], [0.825, 2.447, -1.288]],
  "nbo_charge": [-0.890, -0.249, -0.769, 0.167, 0.161, 0.158, 0.498, -0.243, -0.767, 0.149, 0.170, 0.160, 0.502, -0.244, -0.757, 0.178, 0.155, 0.157, 0.498, -0.247, -0.763, 0.157, 0.162, 0.157, 0.500],
  "de_lowest_kcal_mol": 0.0,
  "lumo_energy_ev": 3.530,
  "charge": -1,
  "gap_ev": 9.022
}

(7)
{
  "formula": "C4H16CdNO6Zn",
  "method": "wB97M-V/def2-TZVPD",
  "elements": ["Cd", "Zn", "O", "H", "O", "H", "O", "H", "O", "H", "O", "H", "C", "C", "C", "O", "C", "N", "H", "H", "H", "H", "H", "H", "H", "H", "H", "H", "H"],
  "xyz": [[0.450, 2.246, -0.365], [-1.080, 2.086, -2.898], [0.840, 2.117, -2.345], [1.574, 1.697, -2.834], [-0.274, 2.659, 1.466], [0.024, 2.127, 2.229], [2.488, 2.298, -0.153], [3.176, 1.604, -0.165], [0.296, 4.289, -0.808], [0.460, 4.675, 0.074], [-1.627, 2.157, -1.095], [-1.996, 1.295, -0.820], [1.934, -1.241, 0.934], [0.715, -1.175, 0.056], [-0.351, -2.241, 0.532], [-1.514, -2.127, -0.339], [-2.691, -2.863, 0.077], [0.146, 0.148, 0.234], [2.192, -2.299, 0.995], [1.757, -1.021, 1.986], [2.830, -0.786, 0.513], [0.945, -1.237, -1.008], [-0.585, -2.179, 1.594], [0.054, -3.253, 0.517], [-3.052, -2.802, 1.104], [-2.473, -3.911, -0.128], [-3.454, -2.476, -0.599], [-0.810, -0.099, 0.022], [0.026, 0.312, 1.224]],
  "nbo_charge": [1.854, 1.587, -1.263, 0.499, -1.155, 0.434, -1.314, 0.430, -0.784, 0.461, -1.252, 0.464, -0.622, -0.067, -0.087, -0.568, -0.251, -0.871, 0.202, 0.214, 0.242, 0.205, 0.174, 0.175, 0.181, 0.174, 0.195, 0.365, 0.381],
  "lumo_energy_ev": [-2.788, -2.814],
  "charge": 0,
  "s2": 0.762,
  "gap_ev": [4.627, 4.412],
  "spin_multiplicity": 2
}

(8)
{
  "formula": "C4H16ClN8O4V",
  "method": "wB97M-V/def2-TZVPD",
  "elements": ["V", "Cl", "C", "O", "N", "N", "H", "H", "H", "H", "C", "O", "N", "N", "H", "H", "H", "H", "C", "O", "N", "N", "H", "H", "H", "H", "C", "O", "N", "N", "H", "H", "H", "H"],
  "xyz": [[2.895, 1.668, -1.027], [1.316, 0.145, 0.280], [-1.971, -2.766, 0.684], [-2.626, -3.790, 0.634], [-1.427, -2.153, -0.403], [-1.643, -2.018, 1.793], [-1.596, -2.609, -1.285], [-0.645, -1.532, -0.311], [-1.890, -2.389, 2.696], [-1.487, -1.046, 1.616], [-2.220, 1.277, -1.241], [-3.285, 1.500, -1.810], [-1.237, 0.565, -1.850], [-2.043, 1.531, 0.071], [-0.353, 0.426, -1.390], [-1.456, 0.511, -2.834], [-2.928, 1.666, 0.536], [-1.195, 1.330, 0.568], [0.821, 4.307, -0.040], [1.635, 3.640, -0.712], [0.178, 3.829, 1.015], [0.532, 5.605, -0.284], [0.257, 2.821, 1.020], [-0.670, 4.279, 1.312], [-0.031, 6.153, 0.338], [0.983, 6.056, -1.063], [2.598, -4.164, 0.254], [2.748, -5.373, 0.347], [1.516, -3.541, 0.861], [3.290, -3.364, -0.548], [1.390, -2.571, 0.622], [1.333, -3.835, 1.805], [4.066, -3.784, -1.035], [3.142, -2.376, -0.620]],
  "nbo_charge": [1.683, -0.740, 0.774, -0.613, -0.855, -0.874, 0.410, 0.368, 0.412, 0.376, 0.760, -0.637, -0.866, -0.870, 0.381, 0.423, 0.425, 0.373, 0.816, -0.843, -0.779, -0.789, 0.406, 0.420, 0.419, 0.422, 0.758, -0.620, -0.846, -0.840, 0.357, 0.410, 0.412, 0.368],
  "de_lowest_kcal_mol": 41.6,
  "lumo_energy_ev": [-7.335, -6.879],
  "charge": 1,
  "s2": 3.760,
  "gap_ev": [4.329, 4.786],
  "spin_multiplicity": 4
}

(9)
{
  "formula": "C4H16F12LiN2O16S4",
  "method": "wB97M-V/def2-TZVPD",
  "elements": ["Li", "C", "F", "F", "F", "S", "O", "O", "N", "S", "O", "O", "C", "F", "F", "F", "C", "F", "F", "F", "S", "O", "O", "N", "S", "O", "O", "C", "F", "F", "F", "O", "H", "H", "O", "H", "H", "O", "H", "H", "O", "H", "H", "O", "H", "H", "O", "H", "H", "O", "H", "H", "O", "H", "H"],
  "xyz": [[3.306, -0.130, -1.834], [-7.223, 3.546, -1.511], [-8.451, 3.845, -1.928], [-7.227, 3.523, -0.178], [-6.888, 2.353, -1.956], [-6.030, 4.893, -2.120], [-6.267, 5.056, -3.534], [-6.374, 6.081, -1.379], [-4.568, 4.318, -1.652], [-3.942, 3.473, -2.840], [-4.789, 2.664, -3.683], [-2.926, 4.213, -3.572], [-2.972, 2.182, -1.899], [-1.923, 2.715, -1.275], [-3.762, 1.578, -1.009], [-2.549, 1.262, -2.771], [0.410, 1.113, 0.199], [-0.443, 0.129, 0.000], [0.694, 1.646, -0.991], [-0.097, 1.971, 1.038], [2.066, 0.407, 0.806], [3.004, 1.484, 0.584], [1.884, 0.020, 2.170], [2.324, -0.777, -0.379], [2.081, -2.136, 0.411], [3.172, -2.495, 1.285], [0.763, -2.249, 0.964], [2.059, -3.446, -0.925], [0.998, -3.217, -1.701], [3.154, -3.404, -1.704], [1.960, -4.614, -0.337], [2.180, -7.880, -0.859], [2.602, -7.115, -0.446], [2.776, -8.608, -0.664], [-0.857, -4.860, 1.250], [-1.608, -4.938, 0.653], [-1.090, -4.139, 1.845], [4.301, 3.962, 1.234], [4.133, 3.042, 0.983], [3.853, 4.068, 2.078], [3.984, -6.599, 1.035], [3.599, -5.873, 1.544], [4.442, -7.137, 1.688], [1.904, 0.052, 4.989], [2.705, 0.576, 5.078], [1.563, 0.279, 4.111], [4.510, -3.283, 3.757], [4.209, -2.935, 2.905], [4.737, -2.505, 4.273], [-2.742, 3.898, 1.474], [-1.810, 3.966, 1.704], [-3.190, 3.737, 2.311], [2.950, 1.772, -2.927], [3.364, 2.430, -3.494], [2.042, 2.084, -2.800]],
  "nbo_charge": [0.957, 0.735, -0.322, -0.324, -0.305, 2.184, -0.929, -0.942, -1.156, 2.202, -0.938, -0.959, 0.724, -0.328, -0.318, -0.325, 0.771, -0.290, -0.328, -0.281, 2.176, -0.970, -0.902, -1.314, 2.210, -0.961, -0.908, 0.749, -0.306, -0.330, -0.283, -0.954, 0.490, 0.459, -0.940, 0.466, 0.475, -0.955, 0.487, 0.464, -0.960, 0.489, 0.477, -0.945, 0.458, 0.486, -0.960, 0.492, 0.465, -0.920, 0.459, 0.464, -0.999, 0.502, 0.511],
  "de_lowest_kcal_mol": 0.0,
  "lumo_energy_ev": 0.430,
  "charge": -1,
  "gap_ev": 7.143
}

What are the total energy values for these records? In order: -592.186093, -870.352190, -559.495403, -1142.386617, -3150.885503, -3037.031367, -2614.992105, -2305.054231, -4274.132289 a.u..